C16H18BF14IrO6PS2Te as an isolated structure, computed with the ωB97M-V functional and the def2-TZVPD basis.

```
60
Properties=species:S:1:pos:R:3:forces:R:3:lowdin_spin:R:1
Ir 0.208 0.929 1.642 0.03 0.06 -0.04 1.65
F -0.503 6.271 0.731 -0.01 -0.01 -0.02 0.00
C 0.197 5.183 1.092 0.02 -0.03 0.02 0.00
F 0.094 5.058 2.413 0.01 0.00 0.00 0.00
F 1.487 5.427 0.812 0.00 0.01 0.00 0.00
C -0.279 3.879 0.373 0.08 0.01 -0.12 0.01
O 0.295 2.839 1.000 -0.09 -0.04 0.12 0.13
C -1.840 3.841 0.386 -0.02 0.00 0.04 0.00
F -2.288 2.626 0.094 0.01 0.02 -0.02 0.00
F -2.362 4.697 -0.514 -0.01 0.00 -0.02 0.00
F -2.312 4.184 1.586 0.00 0.02 0.00 0.00
C 0.218 3.910 -1.113 -0.01 -0.01 0.02 0.00
F 1.511 3.589 -1.180 0.01 0.01 0.00 0.00
F -0.450 3.020 -1.857 -0.01 0.00 0.01 0.00
F 0.072 5.114 -1.692 0.00 0.01 -0.01 0.00
F -3.683 1.581 4.429 0.02 -0.01 0.00 0.02
Te -3.493 0.484 2.937 0.02 0.07 -0.08 0.12
F -1.816 1.561 2.667 0.06 -0.03 0.02 0.10
F -5.130 -0.330 3.490 0.02 -0.01 -0.02 0.05
F -2.536 -0.671 4.147 -0.01 -0.05 -0.01 0.09
F -4.507 1.852 2.048 -0.01 0.01 0.03 0.08
O 0.315 -0.586 2.537 -0.02 0.04 0.02 0.92
O 2.389 0.400 -0.450 -0.04 0.02 0.00 0.00
B 2.075 0.642 0.893 0.06 0.01 0.03 0.03
O 3.256 0.700 1.646 -0.02 0.00 0.00 0.01
C 4.279 0.513 0.758 -0.01 -0.01 -0.01 0.00
C 5.634 0.493 0.993 0.00 0.00 0.00 0.00
C 6.460 0.283 -0.112 0.00 0.00 0.00 0.00
C 5.932 0.104 -1.386 0.00 0.00 0.00 0.00
C 4.555 0.126 -1.611 0.00 0.00 0.00 0.00
C 3.753 0.334 -0.513 0.01 -0.01 -0.01 0.00
H 6.032 0.636 1.988 0.00 0.00 0.00 0.00
H 7.533 0.262 0.026 0.00 0.00 0.00 0.00
H 6.602 -0.053 -2.221 0.00 0.00 0.00 0.00
H 4.131 -0.007 -2.597 0.00 0.00 0.00 0.00
C -2.898 -3.703 -3.079 0.00 0.00 -0.01 0.00
C -2.499 -2.239 -3.108 0.01 -0.01 -0.01 0.00
C -1.024 -2.031 -3.389 0.00 0.01 0.00 0.00
O -2.956 -1.583 -1.896 -0.01 -0.01 0.02 0.05
P -2.226 -1.475 -0.489 0.12 0.08 -0.05 0.08
S -3.846 -1.237 0.719 -0.11 -0.06 0.05 0.46
S -0.832 -0.080 -0.552 -0.08 -0.04 0.03 0.16
O -1.675 -2.954 -0.338 -0.01 -0.06 -0.04 0.01
C -0.822 -3.572 0.672 0.00 0.02 0.04 0.00
C 0.625 -3.172 0.465 -0.01 0.01 0.00 0.00
C -1.330 -3.312 2.074 -0.02 -0.02 -0.02 0.00
H -2.735 -4.142 -4.065 0.00 0.00 0.00 0.00
H -3.953 -3.803 -2.824 0.00 0.00 0.00 0.00
H -2.307 -4.251 -2.347 0.00 0.00 0.00 0.00
H -3.080 -1.728 -3.878 0.00 0.00 0.00 0.00
H -0.404 -2.519 -2.637 0.00 0.00 0.00 0.00
H -0.770 -0.972 -3.407 0.00 0.00 0.00 0.00
H -0.793 -2.466 -4.363 0.00 0.00 0.00 0.00
H -0.940 -4.632 0.436 0.00 0.00 0.00 0.00
H 0.785 -2.131 0.735 0.00 -0.01 0.00 0.00
H 0.925 -3.324 -0.573 0.00 -0.01 0.00 0.00
H 1.255 -3.793 1.105 0.00 0.00 0.00 0.00
H -1.198 -2.270 2.362 0.00 -0.01 0.01 0.00
H -0.751 -3.919 2.771 0.01 0.01 0.01 0.00
H -2.382 -3.581 2.166 0.01 0.00 0.00 0.00
```
Positions in Å, forces in eV/Å.

Computed properties:
* 2S+1: 5
* total charge: -1
* Kohn-Sham gap (spin up / spin down): 8.0 / 6.3 eV
* E_tot: -108989.565 eV